(1)
# C10H13NO

A 2-piece molecular cluster, C10H13NO overall at a distorted geometry (ωB97M-V/def2-TZVPD, OMol25).

The geometry in XYZ format:
```
25
Properties=species:S:1:pos:R:3:nbo_charge:R:1
C 1.212 0.067 1.991 -0.638
C 0.242 0.219 0.898 -0.111
C -0.179 1.312 0.190 -0.005
N -1.030 0.999 -0.831 -0.565
C -1.385 -0.383 -0.637 0.195
C -2.269 -1.199 -1.290 -0.263
C -2.329 -2.527 -0.847 -0.219
C -1.726 -2.962 0.313 -0.221
C -0.778 -2.183 0.947 -0.222
C -0.601 -0.881 0.479 -0.070
H 0.897 0.683 2.860 0.225
H 2.259 0.099 1.685 0.228
H 1.010 -0.965 2.497 0.213
H 0.058 2.335 0.396 0.203
H -1.700 1.705 -1.107 0.401
H -3.001 -0.881 -2.024 0.217
H -3.090 -3.224 -1.206 0.206
H -2.106 -3.931 0.633 0.213
H -0.234 -2.508 1.798 0.211
C 2.443 2.543 -0.762 -0.231
O 2.807 1.551 -1.685 -0.732
H 2.571 2.022 0.188 0.189
H 1.413 2.864 -0.947 0.156
H 3.041 3.528 -0.896 0.151
H 2.476 1.717 -2.644 0.470
```

Summary:
Relative energy (zero: lowest compared OMol25 entry of this formula, charge and spin)   33.2 kcal/mol
SMILES   Cc1c[nH]c2ccccc12.CO
Gap between HOMO and LUMO   8.438 eV

---

(2)
# C10H13NO

C10H13NO as an isolated structure at a distorted geometry (ωB97M-V/def2-TZVPD, OMol25).

The geometry in XYZ format:
```
25
Properties=species:S:1:pos:R:3:nbo_charge:R:1
C -0.278 -1.321 1.438 0.084
C -0.819 -0.065 1.356 -0.229
C -0.617 0.750 0.247 -0.037
C -0.986 2.169 0.005 -0.463
C -0.133 3.154 -0.970 -0.370
C 0.703 2.388 -1.982 -0.456
C 0.344 0.856 -2.147 -0.402
C 0.119 0.140 -0.777 -0.034
C 0.739 -1.075 -0.610 -0.282
C 0.536 -1.899 0.454 0.305
H -1.307 -1.531 3.282 0.386
H 0.187 -2.735 2.915 0.405
H -1.598 0.178 2.166 0.196
H -2.027 2.130 -0.375 0.222
H -1.437 2.585 0.998 0.227
H -1.094 3.777 -1.614 0.208
H 0.384 4.200 -0.165 0.222
H 0.729 2.938 -2.965 0.222
H 1.757 2.077 -1.667 0.221
H -0.462 0.652 -2.808 0.202
H 1.172 0.301 -2.601 0.205
H 1.059 -1.470 -1.671 0.196
H 1.813 -3.323 -0.079 0.488
N -0.601 -2.113 2.556 -0.837
O 0.923 -3.197 0.577 -0.679
```

Summary:
Relative energy (zero: lowest compared OMol25 entry of this formula, charge and spin)   93.9 kcal/mol
Gap between HOMO and LUMO   8.072 eV

---

(3)
# C10H13NO2

One molecule with the formula C10H13NO2 at a distorted geometry (ωB97M-V/def2-TZVPD, OMol25).

The geometry in XYZ format:
```
26
Properties=species:S:1:pos:R:3:nbo_charge:R:1
C -1.143 -1.058 -2.545 -0.302
C -2.087 -0.137 -2.407 -0.158
C -0.115 -1.030 -1.644 -0.192
C -2.066 0.783 -1.352 -0.307
C 0.075 -0.167 -0.589 -0.107
C -0.963 0.904 -0.533 0.185
C 1.220 -0.166 0.363 0.081
C 0.783 0.101 1.757 0.687
C 2.153 0.904 -0.130 -0.635
C -0.176 -0.844 2.368 -0.756
N -0.740 1.863 0.433 -0.792
O 1.780 -1.491 0.456 -0.704
O 1.389 1.037 2.520 -0.592
H -1.037 -1.543 -3.421 0.208
H -2.944 -0.114 -2.982 0.201
H 0.604 -1.816 -1.762 0.181
H -2.935 1.461 -1.197 0.205
H 3.081 0.967 0.327 0.215
H 1.526 1.898 0.083 0.277
H 2.374 0.818 -1.247 0.230
H -0.782 -1.353 1.527 0.273
H -0.816 -0.481 3.114 0.247
H 0.219 -1.598 2.988 0.255
H -1.709 2.288 0.563 0.328
H 1.119 -2.057 -0.084 0.488
H 1.192 0.833 3.395 0.485
```

Summary:
Relative energy (zero: lowest compared OMol25 entry of this formula, charge and spin)   120.1 kcal/mol
Gap between HOMO and LUMO (spin up / spin down)   5.351 / 6.624 eV

---

Here are the calculated E numbers, same order: -518.78992, -518.69334, -593.92390 (Ha).